# C36H45Cl5NO3PtSe

A molecular structure, C36H45Cl5NO3PtSe in a non-equilibrium geometry (ωB97M-V/def2-TZVPD, the OMol25 dataset).

CARTESIAN COORDINATES (ANGSTROEM)
Pt 0.58 -0.75 2.43
C 3.63 4.19 -3.11
C 2.33 3.37 -3.23
C 1.14 4.33 -3.25
C 2.34 2.58 -4.56
C 2.25 2.37 -2.10
C 1.20 2.36 -1.18
C 1.15 1.41 -0.20
Se -0.27 1.46 1.10
C -1.57 0.47 0.05
C -2.13 1.05 -1.05
C -3.12 0.37 -1.79
C -3.52 -0.90 -1.33
C -3.00 -1.52 -0.23
C -1.94 -0.84 0.51
O -1.37 -1.37 1.50
C -3.48 -2.91 0.21
C -2.33 -3.93 0.13
C -4.60 -3.41 -0.70
C -4.03 -2.82 1.64
C -3.71 1.03 -3.01
C -4.77 0.16 -3.69
C -2.58 1.31 -4.01
C -4.37 2.36 -2.59
C 2.14 0.37 -0.08
O 2.02 -0.55 0.77
C 3.29 0.45 -0.97
C 3.28 1.42 -1.93
C 4.47 -0.50 -0.80
C 5.57 -0.21 -1.83
C 5.06 -0.28 0.61
C 4.06 -1.97 -0.98
H 3.67 4.93 -3.91
H 4.51 3.56 -3.18
H 3.66 4.72 -2.15
H 1.24 5.02 -4.09
H 1.10 4.93 -2.33
H 0.20 3.80 -3.37
H 2.36 3.28 -5.40
H 1.44 1.97 -4.65
H 3.21 1.93 -4.64
H 0.43 3.12 -1.20
H -1.83 2.05 -1.33
H -4.29 -1.41 -1.89
H -1.93 -3.98 -0.88
H -2.72 -4.92 0.39
H -1.53 -3.69 0.82
H -4.27 -3.52 -1.74
H -5.48 -2.76 -0.68
H -4.92 -4.40 -0.35
H -3.26 -2.53 2.35
H -4.41 -3.80 1.94
H -4.86 -2.11 1.70
H -4.35 -0.78 -4.04
H -5.16 0.69 -4.56
H -5.61 -0.04 -3.03
H -2.10 0.38 -4.33
H -1.81 1.96 -3.59
H -2.99 1.80 -4.90
H -5.16 2.18 -1.86
H -4.80 2.85 -3.46
H -3.64 3.05 -2.15
H 4.12 1.47 -2.61
H 5.98 0.80 -1.71
H 5.21 -0.34 -2.85
H 6.39 -0.91 -1.67
H 5.39 0.75 0.74
H 5.92 -0.94 0.75
H 4.33 -0.51 1.38
H 3.60 -2.12 -1.96
H 3.37 -2.30 -0.21
H 4.95 -2.60 -0.92
Cl -0.95 1.79 4.54
C 0.51 1.04 5.09
C 1.11 0.07 4.31
C 2.23 -0.57 4.83
Cl 2.93 -1.80 3.83
C 2.75 -0.28 6.08
Cl 4.12 -1.12 6.68
C 2.13 0.72 6.84
Cl 2.74 1.10 8.40
C 1.01 1.38 6.35
Cl 0.25 2.60 7.29
C -1.35 -3.88 5.37
C -1.00 -2.66 4.58
N -1.74 -1.56 4.82
O -0.10 -2.68 3.74
H -1.81 -3.64 6.32
H -0.45 -4.48 5.54
H -2.04 -4.49 4.78
H -2.46 -1.54 5.52
H -1.55 -0.72 4.30

Summary:
multiplicity: 5
E_LUMO (spin up / spin down): -2.17 / -5.26 eV
highest occupied orbital energy (spin up / spin down): -10.1681 / -10.8197 eV
net charge: +1
electronic energy: -176892.9119 eV
relative energy (zero: lowest compared OMol25 entry of this formula, charge and spin): 0.0 kcal per mole